Record 1
{
  "formula": "C17H31CeN3P2",
  "method": "wB97M-V/def2-TZVPD",
  "species": ["P", "P", "C", "C", "H", "H", "H", "H", "C", "H", "H", "H", "C", "H", "H", "H", "C", "H", "H", "H", "C", "H", "H", "H", "Ce", "C", "C", "C", "C", "C", "C", "C", "C", "C", "H", "H", "H", "H", "H", "H", "H", "H", "H", "H", "H", "H", "H", "H", "H", "N", "C", "N", "C", "N"],
  "positions_angstrom": [[-2.2624, 0.1972, -0.4595], [0.7364, 1.2399, 1.7983], [-0.4371, -0.0280, -0.6103], [0.4568, -0.1719, 0.6259], [-0.0072, 0.6989, -1.3117], [-0.4218, -0.9987, -1.1122], [0.2103, -1.0753, 1.1927], [1.4776, -0.3145, 0.2739], [1.7935, 2.3683, 0.8127], [1.9107, 3.2924, 1.4024], [1.3064, 2.6515, -0.1388], [2.7832, 1.9248, 0.6023], [1.7409, 0.6678, 3.1850], [2.7609, 0.3799, 2.8908], [1.2371, -0.1717, 3.6865], [1.7789, 1.5007, 3.9046], [-2.9326, 0.4111, -2.1310], [-3.9955, 0.6866, -2.0159], [-2.8475, -0.5056, -2.7361], [-2.4490, 1.2545, -2.6526], [-2.8180, -1.4393, 0.1038], [-2.3407, -1.7151, 1.0594], [-2.6117, -2.2149, -0.6526], [-3.9020, -1.3765, 0.2934], [-1.9086, 2.0556, 1.5366], [2.9245, -1.8085, -0.2967], [3.2473, -0.7144, -1.0226], [3.4317, -0.7160, -2.4994], [2.4112, -1.5925, -3.2851], [1.0249, -1.7000, -2.7250], [0.6160, -2.7338, -1.9578], [1.5242, -3.7490, -1.3571], [2.8918, -3.2008, -0.8516], [-4.1378, 1.9111, 0.9461], [2.8210, -1.7693, 0.7910], [3.5057, 0.2391, -0.5488], [4.4248, -1.0862, -2.8173], [3.3692, 0.3298, -2.8373], [2.3440, -1.1552, -4.2900], [2.8361, -2.5980, -3.4048], [0.3289, -0.9495, -3.1031], [-0.4482, -2.9607, -1.8079], [1.7868, -4.5730, -2.0483], [0.9760, -4.2115, -0.5226], [3.2086, -3.8838, -0.0522], [3.6290, -3.2929, -1.6583], [-4.5228, 1.9093, 1.9844], [-4.6878, 1.1906, 0.3385], [-4.2815, 2.9308, 0.5411], [-2.5829, 3.4400, 3.2229], [-3.0519, 4.3261, 3.8739], [-3.3938, 5.3878, 4.4369], [-4.3366, 5.6494, 5.3150], [-5.1170, 6.0631, 6.0889]],
  "e_above_lowest_kj_mol": 0.0,
  "charge": 2
}



Record 2
{
  "formula": "C17H31F3O2P2V",
  "method": "wB97M-V/def2-TZVPD",
  "species": ["P", "P", "C", "C", "H", "H", "H", "H", "C", "H", "H", "H", "C", "H", "H", "H", "C", "H", "H", "H", "C", "H", "H", "H", "V", "C", "C", "C", "C", "C", "C", "C", "C", "C", "H", "H", "H", "H", "H", "H", "H", "H", "H", "H", "H", "H", "H", "H", "H", "F", "C", "F", "F", "C", "O", "O"],
  "positions_angstrom": [[-2.4784, 1.2781, -0.2640], [0.9120, 0.5251, -2.3292], [-1.6222, 1.8957, -1.7430], [-0.8264, 1.0366, -2.6962], [-1.0856, 2.7856, -1.4191], [-2.4875, 2.2566, -2.3086], [-1.3634, 0.1331, -3.0083], [-0.7155, 1.6333, -3.6137], [1.8946, 2.0320, -2.3911], [2.8749, 1.9173, -1.9235], [1.3786, 2.8668, -1.8941], [2.0667, 2.3477, -3.4346], [1.3327, -0.3333, -3.8572], [1.4520, 0.3190, -4.7180], [0.5650, -1.0561, -4.1412], [2.2651, -0.9055, -3.7974], [-3.3191, 2.6655, 0.4542], [-3.7266, 2.4613, 1.4413], [-4.1552, 2.9386, -0.1962], [-2.6631, 3.5187, 0.5295], [-3.8180, 0.2349, -0.8663], [-3.4505, -0.4501, -1.6448], [-4.6323, 0.8326, -1.2977], [-4.2383, -0.3833, -0.1013], [1.5642, -0.1014, 2.8784], [1.3219, -0.6790, -1.1335], [1.7071, 0.1512, 0.0720], [0.6520, 1.0103, 0.6084], [-0.4832, 0.8288, 1.6303], [-1.9264, 0.2767, 1.0458], [-1.9414, -1.2023, 0.5262], [-1.1368, -1.4285, -0.6385], [0.3395, -1.8518, -0.6447], [-0.1053, -1.6441, 3.3465], [2.2061, -1.1923, -1.5153], [2.6742, 0.6475, -0.0069], [0.0680, 1.1635, -0.3116], [1.0669, 2.0191, 0.7218], [-0.3417, 0.3995, 2.6403], [-0.7775, 1.8624, 1.9122], [-2.5668, 0.4816, 1.9329], [-2.0132, -1.9601, 1.3050], [-1.0478, -0.3770, -1.0035], [-1.6286, -2.0605, -1.4074], [0.7414, -2.2324, 0.3118], [0.4608, -2.6221, -1.4189], [-0.0269, -2.7228, 3.1197], [-1.2097, -1.5014, 3.2971], [0.0976, -1.6337, 4.4119], [5.3932, -1.9361, 4.2476], [4.4735, -2.6845, 3.5759], [5.1211, -3.3955, 2.6286], [3.9444, -3.5728, 4.4559], [3.3142, -1.7674, 2.9731], [3.3498, -0.6095, 3.5584], [2.5501, -2.2153, 2.1006]],
  "e_above_lowest_kj_mol": 699.0,
  "multiplicity": 4
}



Record 3
{
  "formula": "C17H31F5P2Tc",
  "method": "wB97M-V/def2-TZVPD",
  "species": ["P", "P", "C", "C", "H", "H", "H", "H", "C", "H", "H", "H", "C", "H", "H", "H", "C", "H", "H", "H", "C", "H", "H", "H", "Tc", "C", "C", "C", "C", "C", "C", "C", "C", "C", "H", "H", "H", "H", "H", "H", "H", "H", "H", "H", "H", "H", "H", "H", "H", "F", "C", "F", "C", "F", "F", "F"],
  "positions_angstrom": [[-2.5882, 1.1818, 1.1360], [1.5345, -1.0323, 1.5004], [-0.6548, 1.0142, 0.1667], [0.5136, 0.0434, -0.1974], [-0.1748, 1.9791, 0.3952], [-1.2589, 1.1210, -0.7448], [0.2731, -0.6185, -1.0512], [1.3675, 0.6623, -0.4288], [2.9342, 0.0751, 1.7270], [3.3977, -0.0972, 2.7106], [2.6035, 1.1196, 1.6720], [3.6952, -0.1143, 0.9544], [1.9980, -2.7770, 1.4465], [2.7536, -2.8951, 0.6683], [1.1154, -3.3887, 1.2292], [2.4101, -3.0789, 2.4168], [-2.6477, 2.8598, 0.4677], [-3.4921, 3.4084, 0.9096], [-2.7948, 2.8433, -0.6196], [-1.7101, 3.3797, 0.7222], [-3.6609, 0.1991, 0.0371], [-3.5841, -0.8699, 0.2880], [-3.3591, 0.3617, -1.0107], [-4.6971, 0.5450, 0.1763], [-0.6177, -0.7437, 1.2372], [1.9011, -1.4049, -2.1335], [2.6438, -0.3648, -1.7224], [2.7373, 0.9389, -2.4693], [1.4346, 1.3971, -3.2080], [0.1528, 1.1268, -2.5030], [-0.6624, 0.0535, -2.7164], [-0.2170, -1.0782, -3.6058], [1.2774, -1.5075, -3.4881], [-3.1427, 1.3254, 2.8408], [1.7721, -2.2662, -1.4770], [3.2712, -0.4498, -0.8260], [3.5429, 0.8724, -3.2256], [3.0516, 1.7333, -1.7705], [1.4784, 2.4944, -3.2868], [1.4468, 1.0384, -4.2481], [-0.1427, 2.0137, -1.9359], [-1.7132, -0.0200, -2.3952], [-0.4116, -0.7850, -4.6536], [-0.8858, -1.9366, -3.4212], [1.3515, -2.5611, -3.7991], [1.8453, -0.9378, -4.2372], [-3.2296, 0.3200, 3.2885], [-4.0785, 1.8737, 2.9145], [-2.3798, 1.9067, 3.3789], [-0.6209, 0.5730, 3.9375], [-0.2099, -0.6555, 3.4094], [1.1298, -0.7974, 3.9053], [-0.9883, -1.7680, 4.2157], [-2.3326, -1.6445, 4.0543], [-0.6212, -3.0164, 3.8287], [-0.7564, -1.6515, 5.5402]],
  "e_above_lowest_kj_mol": 199.2,
  "multiplicity": 4,
  "charge": 2
}



Record 4
{
  "formula": "C17H31IN2O6P",
  "method": "wB97M-V/def2-TZVPD",
  "species": ["C", "C", "O", "P", "O", "C", "C", "C", "N", "N", "C", "C", "C", "C", "C", "C", "C", "I", "O", "C", "C", "H", "H", "H", "H", "H", "H", "H", "H", "H", "H", "H", "H", "H", "H", "H", "H", "H", "H", "H", "H", "H", "H", "H", "H", "H", "C", "O", "C", "O", "O", "C", "H", "H", "H", "H", "H", "H"],
  "positions_angstrom": [[2.7089, 0.8130, 5.3697], [3.8237, 0.7829, 4.1681], [3.3325, 0.2968, 2.8700], [2.8699, 1.6313, 1.8170], [1.6825, 2.3875, 2.6035], [2.2956, 1.0924, 0.0779], [1.7443, -0.4853, 0.0115], [0.1248, -0.5959, -0.2007], [-0.6843, -0.4784, 1.1122], [0.0919, -0.2009, 2.1687], [-0.7390, -0.1006, 3.3665], [-2.3071, -0.3095, 3.5843], [-3.1386, -0.6491, 2.2310], [-2.1179, -0.6794, 0.9874], [-2.7813, -0.9597, -0.5066], [-3.0687, 0.4526, -1.3526], [-3.9393, 1.5448, -0.4385], [-6.0179, 0.8914, -0.0713], [4.2331, 2.7070, 1.6895], [4.1345, 3.6074, 0.5306], [2.7905, 4.5450, 0.4877], [1.8387, 1.6016, 5.2071], [3.2839, 1.1916, 6.3450], [2.2950, -0.2638, 5.6699], [4.3401, 1.8325, 4.1460], [4.6680, 0.0130, 4.5133], [3.2609, 1.1443, -0.6223], [1.5325, 1.8573, -0.3744], [2.2343, -0.9188, -0.9878], [2.1807, -1.1535, 0.8781], [-0.1788, 0.2266, -0.9798], [-0.0775, -1.6605, -0.7013], [-0.1257, 0.1881, 4.3516], [-2.7879, -0.2170, 4.6456], [-4.2882, -0.8310, 2.1752], [-3.8722, -1.4093, -0.3211], [-2.2163, -1.7669, -1.1372], [-3.7559, 0.2228, -2.2999], [-2.0893, 0.9951, -1.6900], [-4.0168, 2.5922, -0.9996], [-3.3759, 1.7840, 0.5855], [5.0594, 4.3573, 0.6159], [4.2809, 3.0673, -0.5160], [2.5879, 4.8883, 1.6132], [1.8037, 3.9495, 0.1791], [2.9950, 5.4718, -0.2147], [-3.5813, -2.7159, -3.9651], [-2.1857, -3.0087, -3.9381], [-1.7224, -3.6234, -5.0556], [-2.3864, -3.9277, -6.0343], [-0.3926, -3.8409, -4.8958], [0.2337, -4.4864, -6.0027], [-3.8421, -2.2261, -3.0230], [-3.8161, -2.0306, -4.7860], [-4.1675, -3.6368, -4.0481], [0.1514, -3.8719, -6.9051], [-0.2000, -5.4781, -6.1672], [1.2941, -4.6097, -5.7662]],
  "e_tot_ev": -50771.37018,
  "charge": 1
}